(1)
{"formula": "C10H8O2", "method": "ωB97M-V with the def2-TZVPD basis set", "symbols": ["C", "C", "C", "C", "C", "C", "C", "C", "C", "C", "H", "H", "H", "H", "H", "H", "H", "H", "O", "O"], "positions_angstrom": [[0.4515, 2.8718, 0.1603], [0.7707, 1.3511, -0.0362], [2.0030, 0.6969, 0.0027], [2.0864, -0.6849, 0.0257], [-0.3928, -1.0765, 0.0439], [-1.5910, -1.7284, 0.1295], [-2.7794, -1.0327, 0.0864], [-2.8395, 0.3336, -0.1402], [-1.5834, 1.1177, -0.2738], [-0.4027, 0.3894, -0.1326], [-0.5359, 3.6075, -0.4083], [0.3431, 3.0747, 1.3474], [1.4153, 3.3923, 0.0667], [2.9292, 1.4192, 0.4293], [-1.6872, -2.7763, 0.2745], [-3.6734, -1.6435, 0.0112], [-3.8819, 0.8600, 0.0270], [-1.5529, 2.2021, -0.3719], [3.1232, -1.3202, -0.2622], [0.9152, -1.6255, 0.1910]], "nbo_charge": [-0.682, 0.123, -0.361, 0.719, 0.334, -0.267, -0.197, -0.222, -0.165, -0.154, 0.252, 0.254, 0.236, 0.249, 0.232, 0.221, 0.222, 0.222, -0.529, -0.486], "e_tot_ha": -536.21017, "gap_ev": 8.4, "e_homo_ev": -8.9}

=====

(2)
{"formula": "C4H6N2", "method": "ωB97M-V with the def2-TZVPD basis set", "symbols": ["N", "C", "C", "C", "N", "C", "H", "H", "H", "H", "H", "H"], "positions_angstrom": [[-1.0891, -1.3158, -0.3236], [-0.0982, -0.6577, -0.9655], [-1.1085, 0.1058, -0.1435], [-0.0307, 0.8145, 0.7112], [0.9994, 0.0996, 1.3867], [1.1511, 0.1196, 0.0434], [-0.9799, -2.0789, 0.3378], [0.8154, 0.3718, -2.0046], [-1.9738, 0.6482, -0.5162], [-0.1077, 1.8834, 0.8974], [0.9958, -0.7048, 2.0046], [1.4263, 0.7144, -1.4277]], "nbo_charge": [-0.581, 0.143, -0.194, -0.176, -0.584, 0.108, 0.388, 0.035, 0.213, 0.210, 0.393, 0.043], "e_tot_ha": -265.15546, "gap_ev": 7.6, "e_homo_ev": -8.1}

=====

(3)
{"formula": "C5H13NO", "method": "ωB97M-V with the def2-TZVPD basis set", "symbols": ["C", "C", "N", "C", "C", "C", "O", "H", "H", "H", "H", "H", "H", "H", "H", "H", "H", "H", "H", "H"], "positions_angstrom": [[-1.6313, 1.0158, -0.1143], [-0.8454, -0.2045, -0.5702], [-1.5768, -1.4437, -0.1084], [0.6166, -0.2645, -0.0996], [0.7990, -0.1666, 1.4143], [1.3835, 0.9353, -0.8064], [1.1260, -1.4915, -0.5862], [-1.6575, 1.0817, 0.9705], [-1.2126, 1.9329, -0.5186], [-2.6540, 0.9152, -0.4675], [-0.8392, -0.2615, -1.6637], [-1.1039, -2.2656, -0.4681], [-1.7595, -1.4077, 0.8893], [1.8582, -0.2390, 1.6609], [0.4274, 0.7814, 1.7912], [0.2738, -0.9797, 1.9116], [2.4481, 0.8210, -0.6056], [1.2329, 0.9117, -1.8830], [1.0604, 1.8914, -0.4068], [2.0543, -1.5622, -0.3396]], "nbo_charge": [-0.621, -0.059, -0.860, 0.250, -0.645, -0.635, -0.731, 0.200, 0.211, 0.229, 0.197, 0.381, 0.354, 0.207, 0.214, 0.216, 0.200, 0.215, 0.208, 0.468], "e_tot_ha": -328.30085, "smiles": "C[C@H](N)C(C)(C)O", "gap_ev": 9.8, "e_homo_ev": -8.9}